[1]
16
Properties=species:S:1:pos:R:3:lowdin_charge:R:1 method="wB97M-V/def2-TZVPD" lumo_energy_ha=0.03038 charge=0 relative_energy_kj_mol=351.4 max_force_ha_per_bohr=0.0456 e_tot_ev=-6380.2174 e_homo_ev=-7.68
C 0.756 1.608 -0.860 0.04
C -0.769 0.228 -0.974 -0.13
C -0.232 -1.132 -0.899 -0.12
C -0.155 -1.357 0.905 -0.12
C 0.227 0.024 1.393 -0.15
C -0.176 1.037 0.104 -0.41
H 1.433 1.019 -1.458 0.04
H 0.996 2.689 -0.836 0.07
H -1.757 0.408 -1.407 0.11
H -0.700 -1.875 -1.582 0.10
H 0.851 -1.171 -1.008 0.09
H 0.604 -2.137 1.024 0.08
H -1.129 -1.702 1.268 0.08
H 1.290 0.119 1.668 0.10
H -0.392 0.416 2.211 0.09
H -0.846 1.826 0.451 0.13

[2]
64
Properties=species:S:1:pos:R:3:lowdin_charge:R:1 method="wB97M-V/def2-TZVPD" lumo_energy_ha=-0.02194 smiles="Cc1ccc(CCNC(=O)[C@@]23CN(Cc4ccccc4)C[C@@H]2C(c2cccc([N+](=O)[O-])c2)=NO3)cc1" charge=0 relative_energy_kj_mol=500.4 max_force_ha_per_bohr=0.0253 e_tot_ev=-43638.2506 e_homo_ev=-8.88
C 1.891 2.058 -3.693 -0.05
C 0.976 2.700 -2.695 -0.28
C 1.378 2.923 -1.386 -0.05
C 0.530 3.538 -0.481 -0.04
C -0.736 3.957 -0.864 -0.25
C -1.675 4.584 0.131 -0.13
C -2.751 3.570 0.553 -0.16
N -2.144 2.317 0.941 0.09
C -2.129 1.261 0.113 -0.43
O -2.823 1.138 -0.875 0.08
C -1.168 0.149 0.541 -0.27
C -1.877 -1.003 1.259 -0.06
N -1.103 -2.169 0.881 -0.15
C -1.733 -3.427 1.223 -0.15
C -1.817 -3.591 2.716 -0.22
C -0.723 -3.262 3.507 -0.04
C -0.782 -3.410 4.880 -0.08
C -1.933 -3.895 5.479 -0.10
C -3.026 -4.227 4.697 -0.09
C -2.969 -4.072 3.322 -0.05
C -0.807 -2.007 -0.529 -0.12
C -0.457 -0.518 -0.655 -0.11
C 0.976 -0.190 -0.319 -0.20
C 2.120 -0.530 -1.140 -0.15
C 1.963 -1.156 -2.379 -0.02
C 3.063 -1.462 -3.163 -0.05
C 4.338 -1.149 -2.732 0.01
C 4.494 -0.521 -1.500 -0.14
N 5.824 -0.182 -1.046 -0.36
O 5.926 0.413 0.003 0.09
O 6.755 -0.512 -1.748 0.08
C 3.406 -0.212 -0.702 0.06
N 1.095 0.448 0.781 0.15
O -0.105 0.686 1.355 -0.04
C -1.143 3.729 -2.173 -0.03
C -0.299 3.107 -3.073 -0.04
H 2.813 1.727 -3.222 0.07
H 1.411 1.200 -4.162 0.08
H 2.141 2.769 -4.481 0.08
H 2.362 2.614 -1.066 0.11
H 0.867 3.695 0.534 0.12
H -2.167 5.456 -0.302 0.12
H -1.115 4.905 1.013 0.11
H -3.342 3.962 1.386 0.12
H -3.412 3.345 -0.286 0.12
H -1.441 2.344 1.666 0.15
H -1.863 -0.868 2.342 0.14
H -2.923 -1.061 0.910 0.15
H -2.740 -3.513 0.774 0.13
H -1.110 -4.228 0.807 0.13
H 0.168 -2.879 3.033 0.12
H 0.073 -3.147 5.487 0.10
H -1.979 -4.013 6.551 0.10
H -3.927 -4.605 5.157 0.10
H -3.826 -4.329 2.716 0.11
H 0.023 -2.660 -0.807 0.13
H -1.678 -2.236 -1.167 0.14
H -0.768 -0.093 -1.611 0.15
H 0.974 -1.397 -2.734 0.12
H 2.924 -1.945 -4.118 0.11
H 5.211 -1.374 -3.326 0.12
H 3.546 0.273 0.252 0.13
H -2.128 4.039 -2.489 0.12
H -0.631 2.938 -4.087 0.11

[3]
8
Properties=species:S:1:pos:R:3:lowdin_charge:R:1 method="wB97M-V/def2-TZVPD" lumo_energy_ha=0.15813 charge=-1 relative_energy_kj_mol=218.8 max_force_ha_per_bohr=0.0959 e_tot_ev=-22592.0175 e_homo_ev=-5.47
C -0.815 -0.244 0.240 -0.60
O 1.368 1.153 1.125 -0.39
O 0.769 1.268 -1.276 -0.41
F -0.935 -1.552 -0.807 -0.23
F -1.792 0.482 -0.121 0.16
F -1.066 -0.760 1.363 0.15
P 0.933 0.453 -0.064 0.29
H 1.537 -0.800 -0.460 0.03

[4]
18
Properties=species:S:1:pos:R:3:lowdin_charge:R:1 method="wB97M-V/def2-TZVPD" lumo_energy_ha=0.01885 smiles=CNCCSS.O charge=0 relative_energy_kj_mol=174.7 max_force_ha_per_bohr=0.0758 e_tot_ev=-28495.7853 e_homo_ev=-8.21
C 1.418 -0.408 3.263 -0.14
N 1.177 0.426 2.078 -0.13
C 1.409 -0.323 0.876 -0.31
C 0.155 -1.068 0.167 -0.50
S -1.446 -0.077 0.096 0.39
S -1.717 0.564 -1.930 0.28
H 0.816 -1.244 3.409 0.05
H 1.229 0.290 4.128 0.09
H 2.543 -0.653 3.301 0.10
H 1.912 1.135 2.246 0.11
H 1.806 0.424 0.257 0.07
H 2.068 -1.119 0.866 0.08
H 0.108 -2.059 0.708 0.07
H 0.286 -1.486 -0.866 0.06
H -2.975 0.136 -2.079 -0.23
O 1.597 0.397 -2.236 -0.08
H 2.022 0.090 -3.022 0.03
H 1.870 1.330 -2.103 0.07

[5]
4
Properties=species:S:1:pos:R:3:lowdin_charge:R:1 method="wB97M-V/def2-TZVPD" lumo_energy_ha=-0.03228 smiles=SSI charge=0 relative_energy_kj_mol=14.7 max_force_ha_per_bohr=0.0561 e_tot_ev=-29787.1144 e_homo_ev=-9.13
S 0.660 -0.277 -1.124 0.12
S -1.106 0.482 -0.142 -0.31
I -1.241 -0.869 1.821 0.29
H 1.686 0.665 -0.555 -0.10

[6]
22
Properties=species:S:1:pos:R:3:lowdin_charge:R:1 method="wB97M-V/def2-TZVPD" lumo_energy_ha=-0.05477 smiles="[H]/N=C1/C(Br)=C(Br)C(=O)c2c(N)c(Br)c(Br)c(O)c21" charge=0 relative_energy_kj_mol=0.0 max_force_ha_per_bohr=0.0528 e_tot_ev=-297679.1006 e_homo_ev=-8.36
H 0.459 -3.066 -0.943 0.05
N -0.486 -3.048 -0.510 0.17
C -0.774 -1.891 -0.004 -0.31
C -2.110 -1.757 0.692 -0.59
Br -3.278 -3.269 0.888 0.73
C -2.525 -0.519 1.178 -0.60
Br -4.227 -0.358 2.048 0.75
C -1.652 0.678 1.115 -0.31
O -2.112 1.758 1.527 0.01
C -0.318 0.548 0.374 -0.03
C 0.505 1.638 0.178 -0.28
N 0.086 2.877 0.562 0.12
C 1.752 1.548 -0.546 -0.58
Br 2.860 3.095 -0.798 0.78
C 2.144 0.328 -1.075 -0.60
Br 3.701 0.101 -2.148 0.86
C 1.362 -0.797 -0.831 -0.27
O 1.867 -1.986 -1.305 -0.03
C 0.094 -0.703 -0.181 -0.02
H 0.703 3.656 0.388 0.04
H -0.824 2.982 1.023 0.09
H 2.773 -1.816 -1.631 0.01

[7]
214
Properties=species:S:1:pos:R:3:lowdin_charge:R:1 method="wB97M-V/def2-TZVPD" lumo_energy_ha=-0.09309 charge=+1 max_force_ha_per_bohr=0.0701 e_tot_ev=-111420.4831 e_homo_ev=-9.63
Cd -6.442 -17.943 16.718 1.30
C -8.995 -15.644 15.209 -0.07
C -8.063 -16.394 14.231 -0.41
O -7.164 -17.214 14.911 -0.42
H -8.425 -14.800 15.597 0.04
H -9.291 -16.265 16.055 0.06
H -9.896 -15.286 14.710 0.03
H -7.652 -15.690 13.508 0.07
H -8.627 -17.075 13.593 0.08
C -9.048 -20.572 12.780 -0.07
C -8.289 -21.180 13.859 -0.34
O -6.961 -21.161 13.443 -0.10
H -10.061 -20.491 13.174 0.07
H -9.066 -21.183 11.877 0.09
H -8.607 -19.594 12.588 0.08
H -8.699 -22.151 14.139 0.13
H -8.476 -20.616 14.772 0.09
H -6.838 -21.876 12.815 0.06
C -11.184 -11.304 15.362 -0.07
C -11.160 -12.462 14.395 -0.32
O -12.311 -12.336 13.633 -0.10
H -10.424 -11.491 16.120 0.06
H -12.152 -11.063 15.800 0.06
H -10.941 -10.413 14.784 0.09
H -11.040 -13.460 14.816 0.07
H -10.300 -12.379 13.731 0.11
H -12.383 -11.406 13.407 0.10
C -7.338 -12.722 12.115 -0.09
C -5.966 -12.959 11.590 -0.32
O -5.475 -11.806 10.911 -0.07
H -7.527 -13.593 12.742 0.05
H -8.119 -12.529 11.379 0.08
H -7.306 -11.889 12.817 0.07
H -6.037 -13.787 10.885 0.10
H -5.223 -13.165 12.361 0.08
H -6.033 -11.537 10.177 0.08
C -6.994 -12.612 16.354 -0.06
C -5.796 -13.550 16.243 -0.35
O -5.413 -14.039 17.444 -0.07
H -7.364 -12.486 15.336 0.06
H -6.764 -11.613 16.724 0.09
H -7.782 -13.122 16.907 0.06
H -4.927 -12.990 15.895 0.12
H -5.912 -14.326 15.486 0.10
H -5.118 -13.288 17.963 0.11
C -4.095 -14.976 13.553 -0.06
C -2.929 -14.677 12.568 -0.38
C -1.547 -14.350 13.225 -0.20
O -1.681 -13.178 13.971 -0.19
C -0.632 -12.791 14.898 -0.07
N -2.837 -15.804 11.646 0.05
H -4.241 -14.060 14.126 0.04
H -3.779 -15.790 14.206 0.06
H -5.056 -15.146 13.067 0.07
H -3.217 -13.822 11.957 0.12
H -0.749 -14.292 12.485 0.13
H -1.277 -15.191 13.865 0.12
H -0.814 -11.781 15.268 0.08
H 0.393 -12.956 14.565 0.09
H -0.771 -13.356 15.820 0.07
H -3.740 -16.148 11.353 0.03
H -2.347 -16.579 12.069 0.04
C -11.373 -12.351 19.394 -0.04
C -12.614 -13.107 18.744 -0.38
C -12.216 -14.171 17.686 -0.15
O -13.395 -14.811 17.069 -0.19
C -12.889 -15.756 16.129 -0.11
N -13.222 -13.803 19.884 0.03
H -10.713 -13.006 19.962 0.06
H -11.779 -11.718 20.183 0.08
H -10.796 -11.786 18.660 0.06
H -13.340 -12.388 18.365 0.12
H -11.638 -14.999 18.096 0.11
H -11.504 -13.721 16.993 0.10
H -12.460 -16.545 16.746 0.07
H -12.157 -15.389 15.410 0.07
H -13.620 -16.161 15.429 0.08
H -14.043 -14.228 19.476 0.07
H -13.615 -13.194 20.587 0.07
C -7.052 -21.921 8.923 -0.05
C -6.026 -22.146 10.044 -0.43
C -5.394 -20.828 10.534 -0.21
O -4.455 -20.248 9.646 -0.19
C -3.122 -20.390 10.122 -0.08
N -6.668 -23.002 11.005 0.04
H -7.947 -21.404 9.270 0.07
H -7.274 -22.909 8.519 0.08
H -6.673 -21.268 8.137 0.08
H -5.187 -22.687 9.607 0.14
H -4.949 -21.144 11.478 0.11
H -6.102 -20.035 10.774 0.10
H -3.078 -19.903 11.096 0.07
H -2.450 -19.881 9.431 0.10
H -2.726 -21.404 10.185 0.09
H -5.886 -23.384 11.517 0.08
H -6.882 -23.871 10.537 0.09
C -13.494 -18.766 10.525 -0.07
C -12.732 -18.566 11.791 -0.44
C -12.882 -17.179 12.407 -0.18
O -12.492 -16.154 11.506 -0.19
C -11.884 -15.029 12.135 -0.10
N -13.274 -19.486 12.767 0.04
H -13.085 -18.115 9.752 0.08
H -14.560 -18.551 10.449 0.09
H -13.410 -19.758 10.081 0.08
H -11.689 -18.852 11.660 0.13
H -12.222 -17.222 13.274 0.09
H -13.903 -16.960 12.720 0.14
H -12.747 -14.630 12.668 0.08
H -11.493 -14.311 11.414 0.09
H -11.106 -15.356 12.826 0.07
H -12.890 -19.323 13.686 0.02
H -12.981 -20.435 12.581 0.07
C -5.991 -16.018 8.791 -0.06
C -6.437 -16.843 9.980 -0.44
C -7.742 -17.688 9.640 -0.15
O -8.875 -16.877 9.232 -0.18
C -9.332 -15.911 10.208 -0.08
N -5.327 -17.612 10.474 0.07
H -6.632 -15.227 8.402 0.07
H -6.029 -16.677 7.924 0.08
H -5.015 -15.584 9.006 0.08
H -6.778 -16.147 10.746 0.10
H -7.981 -18.233 10.553 0.10
H -7.457 -18.362 8.831 0.12
H -10.366 -15.660 9.970 0.08
H -8.705 -15.024 10.295 0.07
H -9.392 -16.406 11.177 0.07
H -5.003 -18.310 9.820 0.07
H -5.539 -18.041 11.363 0.01
C -15.097 -18.659 16.755 -0.05
C -14.383 -19.982 16.743 -0.45
C -12.840 -19.865 16.730 -0.14
O -12.456 -19.176 15.510 -0.22
C -11.050 -18.899 15.404 -0.08
N -14.869 -20.687 17.891 0.02
H -14.732 -17.979 17.524 0.07
H -16.161 -18.815 16.934 0.08
H -15.099 -18.163 15.784 0.08
H -14.712 -20.531 15.860 0.14
H -12.499 -20.896 16.639 0.12
H -12.444 -19.505 17.680 0.10
H -10.777 -18.384 14.483 0.08
H -10.430 -19.795 15.396 0.07
H -10.747 -18.228 16.208 0.07
H -14.548 -21.644 17.887 0.07
H -15.857 -20.883 17.811 0.08
C -7.862 -20.128 21.910 -0.04
C -7.186 -18.785 21.668 -0.40
C -5.659 -18.840 21.812 -0.21
O -5.021 -17.560 21.634 -0.18
C -3.551 -17.767 21.822 -0.07
N -7.576 -18.296 20.346 0.04
H -8.898 -20.165 21.571 0.07
H -7.920 -20.354 22.974 0.09
H -7.410 -20.970 21.385 0.08
H -7.563 -18.071 22.400 0.14
H -5.353 -19.541 21.035 0.11
H -5.415 -19.270 22.784 0.13
H -3.041 -18.588 21.316 0.08
H -3.433 -18.057 22.866 0.08
H -2.995 -16.846 21.645 0.08
H -8.543 -18.539 20.188 0.03
H -7.665 -17.299 20.477 0.04
C -14.994 -11.659 15.875 -0.05
C -15.626 -12.430 14.752 -0.45
C -15.807 -11.487 13.517 -0.14
O -16.394 -10.252 13.921 -0.19
C -17.631 -10.279 14.504 -0.14
N -14.877 -13.612 14.486 0.06
H -14.142 -11.167 15.406 0.06
H -14.578 -12.320 16.635 0.06
H -15.634 -10.885 16.299 0.08
H -16.545 -12.887 15.119 0.14
H -16.412 -12.022 12.785 0.12
H -14.853 -11.257 13.043 0.12
H -18.365 -10.889 13.976 0.09
H -17.891 -9.222 14.436 0.10
H -17.603 -10.635 15.533 0.08
H -14.781 -14.118 15.355 0.05
H -13.959 -13.228 14.310 0.03
O -4.542 -17.407 16.302 -0.09
H -4.306 -16.480 16.349 0.07
H -3.707 -17.870 16.360 0.08
O -2.730 -18.352 13.276 -0.05
H -2.805 -18.435 14.227 0.01
H -3.620 -18.155 12.982 -0.01
O -5.908 -19.780 15.861 -0.09
H -5.365 -20.527 16.113 0.09
H -6.336 -20.056 15.051 0.02
O -6.919 -16.341 17.915 -0.09
H -7.617 -16.345 18.570 0.02
H -6.313 -15.663 18.215 0.04
O -10.316 -18.979 19.343 -0.04
H -10.865 -18.207 19.484 0.02
H -10.809 -19.699 19.735 0.06
O -12.781 -17.440 19.678 -0.04
H -13.401 -18.017 20.123 0.06
H -13.262 -17.112 18.917 0.01
O -5.567 -18.610 12.981 -0.06
H -6.050 -17.918 13.432 0.02
H -6.066 -19.407 13.159 0.01
O -8.462 -15.581 20.246 -0.04
H -9.324 -15.444 20.639 0.07
H -8.114 -14.699 20.116 0.00
O -7.983 -12.978 19.673 -0.03
H -8.445 -12.163 19.477 0.05
H -7.145 -12.895 19.219 0.03
O -8.120 -19.035 17.379 -0.09
H -8.636 -19.021 18.186 0.01
H -8.120 -19.954 17.110 0.06
O -5.520 -18.722 18.480 -0.12
H -4.628 -18.920 18.767 0.07
H -6.058 -18.857 19.259 0.00

[8]
15
Properties=species:S:1:pos:R:3:lowdin_charge:R:1 method="wB97M-V/def2-TZVPD" lumo_energy_ha="-0.01260 / -0.02610" charge=0 relative_energy_kj_mol=641.0 max_force_ha_per_bohr=0.0146 e_tot_ev=-7382.1034 e_homo_ev="-8.02 / -8.42"
C -0.264 -1.473 -0.485 -0.05
C -0.533 -0.061 -0.066 -0.29
C 0.375 1.004 -0.650 -0.19
C 1.802 0.817 -0.366 -0.14
C 2.966 0.644 -0.112 0.11
C -1.368 0.296 0.940 -0.23
C -2.418 -0.129 1.774 0.13
H 0.046 -1.541 -1.532 0.08
H 0.574 -1.858 0.111 0.09
H -1.118 -2.131 -0.305 0.08
H -0.980 1.205 1.418 0.11
H 0.226 1.006 -1.740 0.13
H 0.055 1.992 -0.298 0.12
H 4.001 0.504 0.107 0.02
H -3.363 -0.276 1.206 0.01

[9]
80
Properties=species:S:1:pos:R:3:mulliken_spin:R:1 method="wB97M-V/def2-TZVPD" lumo_energy_ha="0.08342 / 0.08338" charge=-1 relative_energy_kj_mol=124.3 max_force_ha_per_bohr=0.0462 spin_multiplicity=2 e_tot_ev=-128362.5806 e_homo_ev="-4.91 / -4.91" s2=0.754
C -3.850 2.351 1.608 0.00
C -4.773 1.640 0.660 0.04
H -3.545 3.317 1.189 0.00
H -2.952 1.753 1.814 0.00
H -4.344 2.551 2.576 0.00
C -5.547 2.266 -0.247 -0.01
C -5.627 3.744 -0.456 0.00
H -6.193 1.672 -0.891 0.00
H -4.665 4.178 -0.777 0.00
H -5.977 4.285 0.446 0.00
H -6.355 3.914 -1.259 0.00
Cu -3.080 -1.638 2.323 0.60
Cl -0.957 -2.001 2.068 0.02
Cl -4.596 -2.601 3.421 0.12
C 2.151 -3.195 0.729 0.00
O 2.898 -2.257 0.416 0.00
N 1.614 -4.032 -0.176 0.00
C 1.889 -3.843 -1.590 0.00
C 0.581 -4.983 0.203 0.00
H 1.844 -3.414 1.768 0.00
H 2.911 -3.482 -1.726 0.00
H 1.190 -3.122 -2.044 0.00
H 1.759 -4.811 -2.084 0.00
H 0.673 -5.206 1.274 0.00
H 0.715 -5.899 -0.386 0.00
H -0.426 -4.574 0.020 0.00
H 1.966 4.835 0.872 0.00
H 1.402 2.959 -1.440 0.00
C 2.833 5.000 0.214 0.00
C 2.315 3.503 -1.718 0.00
N 3.140 3.810 -0.565 0.00
H 3.699 5.251 0.837 0.00
C 4.010 2.892 -0.104 0.00
O 4.186 1.788 -0.630 0.00
H 2.889 2.888 -2.414 0.00
H 4.549 3.239 0.806 0.00
H 2.608 5.828 -0.466 0.00
H 2.036 4.451 -2.178 0.00
O -3.940 -0.207 1.775 0.23
C -4.945 0.079 0.871 -0.02
C -4.733 -0.277 -1.653 0.00
C -4.972 -0.795 -0.375 0.00
H -4.346 0.739 -1.752 0.00
C -4.946 -1.046 -2.803 0.00
H -5.928 -0.070 1.374 0.01
C -5.230 -2.168 -0.261 0.00
H -4.845 -0.596 -3.793 0.00
C -5.331 -2.378 -2.671 0.00
C -5.427 -2.954 -1.403 0.00
H -5.238 -2.642 0.735 0.00
H -5.525 -2.974 -3.561 0.00
H -5.712 -4.006 -1.317 0.00
Si -0.584 0.068 -1.926 0.00
Cl -1.749 1.613 -1.336 0.00
C -0.667 -0.006 -3.790 0.00
C -1.488 -1.454 -1.278 0.00
C 0.898 0.314 -0.809 0.00
H -0.822 -1.028 -4.185 0.00
H 0.252 0.416 -4.200 0.00
H -1.516 0.587 -4.150 0.00
H 0.745 1.199 -0.177 0.00
H 1.818 0.450 -1.382 0.00
H 1.012 -0.532 -0.106 0.00
H -2.571 -1.303 -1.468 0.00
H -1.319 -1.407 -0.191 0.00
H -1.129 -2.398 -1.687 0.00
N 4.562 -0.263 1.306 0.00
C 5.542 -0.126 2.200 0.00
C 5.540 -0.860 3.428 0.00
C 6.561 -0.684 4.357 0.00
C 7.628 0.190 4.082 0.00
C 7.649 0.910 2.878 0.00
C 6.624 0.776 1.956 0.00
H 3.900 -1.042 1.319 0.00
H 4.513 0.367 0.498 0.00
H 4.700 -1.535 3.626 0.00
H 6.529 -1.239 5.298 0.00
H 8.430 0.311 4.807 0.00
H 8.478 1.583 2.655 0.00
H 6.612 1.334 1.015 0.00